<P>
The following is a DFT calculation (the ωB97M-V functional and the def2-TZVPD basis) of 8 unconnected molecules or ions with the total composition C11H39N15O8.

Summary:
HOMO ... -0.3385 Eh
Kohn-Sham gap ... 9.1 eV
Charge ... 0
SMILES string ... COC[C@H](C)N.NC(N)=O.NC(N)=O.NC(N)=O.NC(N)=O.NC(N)=O.NC(N)=O.NC(N)=O

Last columns: bonded neighbours and bond lengths (Å).
Cartesian coordinates (Å):
1 C -1.887 5.886 1.621  O2 1.406, H7 1.107, H8 1.091, H9 1.088
2 O -2.187 5.380 0.345  C1 1.406, C3 1.431
3 C -1.708 4.055 0.093  O2 1.431, C4 1.517, H10 1.089, H11 1.095
4 C -2.595 3.015 0.748  C3 1.517, C5 1.518, N6 1.475, H12 1.097
5 C -2.297 1.619 0.231  C4 1.518, H13 1.090, H14 1.089, H15 1.096
6 N -3.979 3.248 0.292  C4 1.475, H16 1.016, H17 1.016
7 H -0.838 5.578 1.798  C1 1.107
8 H -2.424 5.451 2.467  C1 1.091
9 H -1.731 6.963 1.619  C1 1.088
10 H -1.716 3.914 -0.988  C3 1.089
11 H -0.696 3.999 0.508  C3 1.095
12 H -2.496 3.180 1.828  C4 1.097
13 H -2.566 1.476 -0.816  C5 1.090
14 H -2.844 0.840 0.760  C5 1.089
15 H -1.218 1.428 0.273  C5 1.096
16 H -4.585 2.654 0.852  N6 1.016
17 H -4.319 4.184 0.493  N6 1.016
18 N 1.768 -4.535 2.057  C19 1.346, H22 1.007, H23 1.004
19 C 2.183 -5.222 0.977  N18 1.346, N20 1.355, O21 1.236
20 N 1.438 -5.019 -0.136  C19 1.355, H24 0.996, H25 1.004
21 O 3.081 -6.070 1.027  C19 1.236
22 H 2.359 -4.703 2.855  N18 1.007
23 H 1.122 -3.767 2.033  N18 1.004
24 H 1.774 -5.258 -1.043  N20 0.996
25 H 0.515 -4.629 -0.066  N20 1.004
26 N -3.387 -1.380 2.224  C27 1.364, H30 1.002, H31 1.006
27 C -3.374 -2.690 1.842  N26 1.364, N28 1.356, O29 1.232
28 N -2.192 -3.135 1.349  C27 1.356, H32 1.007, H33 1.005
29 O -4.367 -3.409 1.959  C27 1.232
30 H -2.607 -0.759 2.126  N26 1.002
31 H -4.313 -1.126 2.526  N26 1.006
32 H -2.151 -4.130 1.499  N28 1.007
33 H -1.470 -2.509 1.037  N28 1.005
34 N -0.041 0.044 -6.746  C35 1.388, H38 1.005, H39 1.002
35 C -0.322 1.121 -5.916  N34 1.388, N36 1.361, O37 1.215
36 N 0.212 0.895 -4.685  C35 1.361, H40 1.006, H41 1.005
37 O -0.952 2.102 -6.262  C35 1.215
38 H -0.087 0.154 -7.744  N34 1.005
39 H 0.004 -0.916 -6.463  N34 1.002
40 H 0.221 1.635 -4.003  N36 1.006
41 H 0.512 -0.006 -4.354  N36 1.005
42 N 1.098 -0.735 0.949  C43 1.370, H46 1.016, H47 1.010
43 C 0.635 -1.408 -0.150  N42 1.370, N44 1.388, O45 1.230
44 N 0.662 -0.604 -1.281  C43 1.388, H48 1.001, H49 1.012
45 O 0.167 -2.546 -0.143  C43 1.230
46 H 1.561 0.165 0.864  N42 1.016
47 H 0.669 -1.076 1.797  N42 1.010
48 H 0.812 0.354 -1.031  N44 1.001
49 H 0.755 -1.061 -2.179  N44 1.012
50 N -1.003 0.170 5.738  C51 1.348, H54 1.001, H55 1.008
51 C -0.326 0.300 4.580  N50 1.348, N52 1.373, O53 1.232
52 N 0.473 1.414 4.518  C51 1.373, H56 1.002, H57 1.006
53 O -0.474 -0.467 3.627  C51 1.232
54 H -1.563 -0.628 5.965  N50 1.001
55 H -0.531 0.740 6.422  N50 1.008
56 H 0.401 2.201 5.135  N52 1.002
57 H 1.038 1.535 3.694  N52 1.006
58 N 1.372 -3.485 -2.734  C59 1.382, H62 0.998, H63 1.011
59 C 1.850 -2.677 -3.748  N58 1.382, N60 1.363, O61 1.228
60 N 2.328 -3.417 -4.789  C59 1.363, H64 1.001, H65 1.005
61 O 1.912 -1.451 -3.703  C59 1.228
62 H 1.567 -4.458 -2.840  N58 0.998
63 H 0.841 -3.150 -1.941  N58 1.011
64 H 2.001 -4.360 -4.863  N60 1.001
65 H 2.647 -2.930 -5.608  N60 1.005
66 N 4.537 2.279 1.452  C67 1.370, H70 1.000, H71 1.002
67 C 3.472 2.035 0.627  N66 1.370, N68 1.351, O69 1.234
68 N 3.691 2.299 -0.679  C67 1.351, H72 1.006, H73 1.002
69 O 2.345 1.735 1.031  C67 1.234
70 H 4.407 2.410 2.435  N66 1.000
71 H 5.432 2.324 1.002  N66 1.002
72 H 2.852 2.336 -1.232  N68 1.006
73 H 4.533 2.598 -1.133  N68 1.002

=====

<Q>
The following is a DFT calculation (the ωB97M-V functional and the def2-TZVPD basis) of 8 unconnected molecules or ions with the total composition C11H39N15O8.

Summary:
HOMO ... -0.3367 Eh
Kohn-Sham gap ... 9.5 eV
Charge ... 0
SMILES string ... COC[C@H](C)N.NC(N)=O.NC(N)=O.NC(N)=O.NC(N)=O.NC(N)=O.NC(N)=O.NC(N)=O

Last columns: bonded neighbours and bond lengths (Å).
Cartesian coordinates (Å):
1 C -2.683 0.051 1.342  O2 1.399, H7 1.090, H8 1.104, H9 1.095
2 O -3.613 0.021 0.296  C1 1.399, C3 1.398
3 C -4.816 0.694 0.533  O2 1.398, C4 1.507, H10 1.099, H11 1.092
4 C -5.571 0.747 -0.770  C3 1.507, C5 1.501, N6 1.476, H12 1.093
5 C -6.948 1.263 -0.470  C4 1.501, H13 1.107, H14 1.099, H15 1.083
6 N -5.733 -0.566 -1.423  C4 1.476, H16 1.011, H17 1.021
7 H -1.858 -0.624 1.115  C1 1.090
8 H -3.119 -0.438 2.230  C1 1.104
9 H -2.355 1.084 1.500  C1 1.095
10 H -5.421 0.119 1.247  C3 1.099
11 H -4.572 1.688 0.914  C3 1.092
12 H -5.045 1.394 -1.477  C4 1.093
13 H -6.895 2.242 0.043  C5 1.107
14 H -7.496 0.605 0.218  C5 1.099
15 H -7.529 1.488 -1.356  C5 1.083
16 H -6.354 -1.163 -0.895  N6 1.011
17 H -4.846 -1.072 -1.382  N6 1.021
18 N 0.098 3.018 1.485  C19 1.315, H22 0.997, H23 0.996
19 C 0.430 4.238 1.123  N18 1.315, N20 1.375, O21 1.210
20 N 1.374 4.305 0.125  C19 1.375, H24 0.993, H25 1.013
21 O -0.026 5.242 1.622  C19 1.210
22 H 0.549 2.254 1.031  N18 0.997
23 H -0.338 2.891 2.371  N18 0.996
24 H 1.309 5.271 -0.095  N20 0.993
25 H 1.672 3.612 -0.550  N20 1.013
26 N 4.643 1.279 -1.772  C27 1.336, H30 0.998, H31 1.002
27 C 4.685 2.046 -2.865  N26 1.336, N28 1.348, O29 1.179
28 N 3.632 2.792 -3.255  C27 1.348, H32 0.996, H33 0.987
29 O 5.677 2.046 -3.501  C27 1.179
30 H 5.548 1.052 -1.418  N26 0.998
31 H 4.013 1.307 -0.993  N26 1.002
32 H 2.697 2.614 -2.963  N28 0.996
33 H 3.680 3.158 -4.170  N28 0.987
34 N 3.899 1.874 2.219  C35 1.273, H38 1.001, H39 0.997
35 C 3.576 0.672 1.955  N34 1.273, N36 1.333, O37 1.228
36 N 3.209 -0.162 2.928  C35 1.333, H40 0.996, H41 1.022
37 O 3.520 0.336 0.775  C35 1.228
38 H 3.743 2.546 1.493  N34 1.001
39 H 3.794 2.202 3.155  N34 0.997
40 H 3.424 -0.105 3.899  N36 0.996
41 H 3.057 -1.110 2.576  N36 1.022
42 N 3.552 -2.315 -0.237  C43 1.270, H46 0.987, H47 1.025
43 C 3.481 -3.288 0.575  N42 1.270, N44 1.336, O45 1.176
44 N 3.743 -4.570 0.304  C43 1.336, H48 1.001, H49 0.993
45 O 3.015 -2.984 1.612  C43 1.176
46 H 4.023 -2.260 -1.103  N42 0.987
47 H 3.529 -1.390 0.205  N42 1.025
48 H 3.733 -5.128 1.135  N44 1.001
49 H 4.513 -4.846 -0.258  N44 0.993
50 N -0.094 -2.773 1.637  C51 1.288, H54 1.012, H55 1.000
51 C -0.824 -2.746 2.698  N50 1.288, N52 1.310, O53 1.195
52 N -0.194 -2.441 3.806  C51 1.310, H56 0.998, H57 1.001
53 O -2.011 -2.854 2.621  C51 1.195
54 H 0.854 -3.109 1.749  N50 1.012
55 H -0.511 -3.121 0.797  N50 1.000
56 H 0.773 -2.683 3.837  N52 0.998
57 H -0.649 -2.758 4.639  N52 1.001
58 N -1.161 -2.796 -3.200  C59 1.318, H62 0.991, H63 0.983
59 C -1.489 -2.267 -2.038  N58 1.318, N60 1.346, O61 1.217
60 N -2.227 -1.142 -2.095  C59 1.346, H64 1.024, H65 1.019
61 O -1.102 -2.818 -1.024  C59 1.217
62 H -0.479 -3.503 -3.076  N58 0.991
63 H -1.426 -2.277 -3.992  N58 0.983
64 H -2.714 -0.911 -1.225  N60 1.024
65 H -2.930 -1.195 -2.830  N60 1.019
66 N -0.053 0.941 -2.449  C67 1.302, H70 0.997, H71 0.999
67 C 0.730 0.968 -1.409  N66 1.302, N68 1.326, O69 1.207
68 N 0.651 0.102 -0.409  C67 1.326, H72 1.017, H73 1.004
69 O 1.573 1.831 -1.360  C67 1.207
70 H -0.053 1.761 -3.017  N66 0.997
71 H -0.897 0.406 -2.443  N66 0.999
72 H 1.547 -0.017 0.056  N68 1.017
73 H 0.085 -0.726 -0.350  N68 1.004

=====

Energies relative to the most stable structure are <P> 21.8; <Q> 0.0, reported in kJ/mol.